[1]
C28H40Ge2N6OS2Ti | the ωB97M-V functional and the def2-TZVPD basis

Values from the calculation:
* F_max: 5.4 eV/Å
* total energy: -7294.36154 a.u.
* frontier orbital gap (alpha / beta): 5.55 / 5.55 eV
* relative energy (zero: lowest compared OMol25 entry of this formula, charge and spin): 6.5 kcal/mol

```
80
Properties=species:S:1:pos:R:3:mulliken_charge:R:1
Ti 0.811 -0.808 0.266 -1.616
N 0.612 -2.164 4.366 -0.403
C 0.991 -1.752 3.124 0.478
S 0.536 -2.775 1.793 -0.433
N 1.649 -0.651 2.994 -1.642
N 1.920 -0.242 1.713 1.375
C 3.105 0.332 1.574 -0.983
C 3.661 0.766 0.350 1.030
C 4.963 1.305 0.316 -0.806
C 5.523 1.730 -0.865 -0.758
C 4.807 1.631 -2.057 -0.547
C 3.538 1.091 -2.062 -0.688
C 2.945 0.640 -0.879 -0.061
O 1.732 0.149 -0.892 1.003
H 0.358 -3.134 4.451 0.235
H 1.067 -1.731 5.154 0.256
H 3.701 0.437 2.479 0.353
H 5.518 1.375 1.241 0.434
H 6.522 2.137 -0.875 0.405
H 5.247 1.986 -2.976 0.443
H 2.966 1.015 -2.977 0.531
C -2.854 0.451 2.877 -1.368
C -1.752 -0.516 2.468 -0.578
Ge -1.740 -1.205 0.527 1.472
C -2.792 -2.988 0.544 -0.631
C -4.055 -2.908 1.382 -1.237
C -3.054 0.125 -0.139 -0.916
C -2.580 1.350 -0.377 0.002
Ge -0.559 1.234 -0.671 0.888
C -0.629 0.328 -2.519 -0.290
C -0.972 1.218 -3.702 -1.190
C 0.563 2.982 -0.585 -0.556
C 0.070 4.234 -1.288 -1.375
C -3.403 2.547 -0.485 0.331
C -3.162 3.518 -1.455 0.048
C -3.966 4.638 -1.555 -1.177
C -5.018 4.825 -0.672 -0.386
C -5.257 3.877 0.308 -0.837
C -4.462 2.752 0.403 -0.308
H -2.768 0.692 3.938 0.516
H -3.839 0.020 2.706 0.301
H -2.771 1.373 2.306 0.224
H -1.767 -1.377 3.141 0.615
H -0.789 -0.003 2.614 0.201
H -2.139 -3.773 0.929 0.310
H -3.059 -3.246 -0.485 0.472
H -3.823 -2.523 2.371 0.254
H -4.513 -3.890 1.498 0.414
H -4.777 -2.244 0.915 0.264
H -4.119 -0.072 -0.161 0.391
H -1.391 -0.458 -2.428 0.212
H 0.330 -0.168 -2.695 0.215
H -1.910 1.738 -3.517 0.224
H -1.086 0.633 -4.617 0.413
H -0.188 1.956 -3.860 0.282
H 1.544 2.705 -0.968 0.243
H 0.690 3.189 0.483 0.499
H -0.103 4.053 -2.345 0.241
H 0.821 5.020 -1.205 0.406
H -0.853 4.592 -0.840 0.347
H -2.349 3.367 -2.149 0.550
H -3.768 5.371 -2.323 0.391
H -5.647 5.700 -0.754 0.382
H -6.071 4.015 1.003 0.404
H -4.660 2.020 1.171 0.321
C 4.908 -3.981 0.998 -1.177
C 4.555 -3.181 -0.256 -0.105
C 3.123 -3.317 -0.620 0.061
N 2.311 -2.334 -0.763 0.370
N 1.063 -2.664 -1.143 -0.382
C 0.901 -3.951 -1.268 0.398
N -0.243 -4.538 -1.669 -0.423
S 2.361 -4.871 -0.949 -0.210
H 5.944 -3.798 1.272 0.404
H 4.780 -5.046 0.818 0.372
H 4.269 -3.690 1.829 0.251
H 5.160 -3.538 -1.094 0.366
H 4.766 -2.118 -0.109 0.014
H -1.063 -3.949 -1.639 0.219
H -0.376 -5.509 -1.439 0.251
```

***

[2]
C28H41BrN5OPSSb2Ti | the ωB97M-V functional and the def2-TZVPD basis

Values from the calculation:
* multiplicity: 2
* F_max: 0.4 eV/Å
* total energy: -6083.21013 a.u.
* charge: +3
* frontier orbital gap (alpha / beta): 6.60 / 6.80 eV
* relative energy (zero: lowest compared OMol25 entry of this formula, charge and spin): 35.4 kcal/mol

```
81
Properties=species:S:1:pos:R:3:lowdin_spin:R:1
Ti -0.198 -0.650 -1.792 0.984
C 2.870 -3.439 -0.683 -0.005
Sb 1.017 -3.251 -1.701 -0.004
C 1.472 -4.176 -3.551 0.001
C -0.150 -4.759 -0.694 -0.001
C 0.263 -4.883 0.744 0.000
C 1.254 -5.810 1.068 0.000
C 1.710 -5.964 2.365 0.000
C 1.168 -5.185 3.377 0.000
C 0.171 -4.273 3.073 0.000
C -0.295 -4.106 1.769 0.000
C -1.408 -3.127 1.534 -0.001
Sb -0.733 -1.155 1.013 -0.002
C 0.663 -0.802 2.575 -0.003
C -2.430 -0.041 1.662 0.001
H 3.144 -4.491 -0.646 -0.001
H 2.789 -3.067 0.338 0.000
H 3.638 -2.888 -1.224 0.000
H 2.023 -5.093 -3.353 0.000
H 2.080 -3.512 -4.163 0.000
H 0.550 -4.407 -4.079 0.000
H 0.057 -5.683 -1.233 0.000
H -1.204 -4.526 -0.833 0.000
H 1.659 -6.442 0.285 0.000
H 2.468 -6.701 2.589 0.000
H 1.499 -5.306 4.399 0.000
H -0.284 -3.699 3.873 0.000
H -1.986 -2.985 2.447 0.000
H -2.102 -3.440 0.754 0.000
H 0.145 -0.767 3.532 0.000
H 1.200 0.131 2.407 0.000
H 1.379 -1.624 2.597 0.000
H -2.372 0.137 2.735 0.000
H -3.322 -0.631 1.457 0.000
H -2.501 0.904 1.126 0.000
O -2.118 -0.479 -1.770 0.010
N -2.952 -0.711 -2.809 0.012
C -4.275 -0.520 -2.613 0.001
C -5.148 -0.763 -3.634 -0.001
C -4.648 -1.213 -4.862 0.000
C -3.296 -1.413 -5.023 -0.001
C -2.423 -1.160 -3.963 0.006
S -0.717 -1.429 -3.997 -0.008
H -4.550 -0.175 -1.628 0.000
H -6.206 -0.609 -3.478 0.000
H -5.325 -1.413 -5.681 0.000
H -2.884 -1.774 -5.954 0.000
Br 2.617 0.128 -0.897 0.003
C 2.055 1.288 -2.290 0.004
C 2.931 2.147 -2.911 0.000
C 2.407 2.949 -3.918 0.002
C 1.060 2.853 -4.244 0.000
C 0.275 1.936 -3.578 0.001
N 0.771 1.148 -2.606 0.002
H 3.974 2.183 -2.630 0.000
H 3.052 3.638 -4.449 0.000
H 0.630 3.463 -5.025 0.000
H -0.768 1.789 -3.825 0.000
C -0.612 5.333 3.426 0.000
N 0.035 5.764 2.096 0.000
C 1.561 5.742 2.286 0.000
N 1.991 4.461 2.720 0.000
C 1.331 4.097 3.974 0.000
N -0.123 4.064 3.827 0.000
C -0.578 2.973 2.966 0.000
P 0.080 3.080 1.223 0.000
C -0.390 4.871 0.965 0.000
C 1.850 3.428 1.695 0.000
H -1.690 5.324 3.270 0.000
H -0.348 6.101 4.152 0.000
H -0.254 6.722 1.891 0.000
H 1.783 6.501 3.036 0.000
H 2.008 6.020 1.332 0.000
H 1.594 4.829 4.738 0.000
H 1.684 3.119 4.297 0.000
H -1.670 2.961 2.941 0.000
H -0.261 2.025 3.404 0.000
H -1.472 4.959 0.861 0.000
H 0.068 5.250 0.051 0.000
H 2.414 3.719 0.805 0.000
H 2.304 2.506 2.066 0.000
```

***

[3]
C28H41FN4O5P | the ωB97M-V functional and the def2-TZVPD basis

Values from the calculation:
* F_max: 2.1 eV/Å
* SMILES: [H]/N=C\Cc1c(CCCCCCOC(=O)C=C)c(C(=O)OCCCCn2cccc2)c([C@H](F)CC)c[n+]1P(N)O
* total energy: -2127.74017 a.u.
* charge: +1
* frontier orbital gap: 5.94 eV

```
80
Properties=species:S:1:pos:R:3:mulliken_charge:R:1
C 2.023 -4.156 1.120 -0.948
C 1.300 -3.462 1.989 0.114
C 1.931 -2.371 2.777 0.645
O 3.113 -2.344 2.919 -0.540
O 1.185 -1.367 3.296 -0.378
C -0.098 -1.745 3.815 -1.223
C -1.244 -1.491 2.846 0.641
C -1.682 -0.031 2.749 -0.468
C -0.624 0.970 2.274 -1.220
C 0.131 0.597 0.985 1.301
C -0.212 1.497 -0.250 -0.816
C -1.250 0.847 -1.143 0.230
C -0.863 -0.237 -1.964 0.624
C 0.551 -0.760 -2.130 -0.348
O 0.928 -0.920 -3.256 -0.513
O 1.317 -1.002 -1.088 0.495
C 2.742 -0.976 -1.376 -1.317
C 3.540 -0.919 -0.065 1.365
C 4.680 0.121 -0.069 -1.425
C 4.542 1.167 1.059 -0.419
N 4.214 2.494 0.570 0.199
C 4.739 3.709 0.934 -0.467
C 4.098 4.696 0.232 -0.701
C 3.115 4.079 -0.601 -0.801
C 3.240 2.733 -0.355 0.203
C -1.826 -0.877 -2.753 -0.801
C -1.573 -2.079 -3.628 -0.236
F -2.760 -2.465 -4.232 -0.448
C -0.991 -3.309 -2.907 -0.545
C -1.439 -3.498 -1.458 -0.749
C -3.111 -0.378 -2.744 -0.103
N -3.465 0.685 -2.015 0.355
P -5.247 1.124 -2.338 -0.021
N -6.055 1.249 -0.876 -0.484
O -5.107 2.664 -2.792 -0.489
C -2.575 1.311 -1.196 0.229
C -3.069 2.492 -0.421 -0.943
C -3.645 2.161 0.948 -0.356
N -3.479 2.848 1.989 -0.648
H 1.677 -5.094 0.712 0.308
H 3.001 -3.834 0.794 0.233
H 0.265 -3.747 2.105 0.397
H -0.273 -1.250 4.766 0.483
H -0.086 -2.809 4.052 0.514
H -2.094 -2.081 3.192 0.539
H -0.967 -1.924 1.885 -0.797
H -1.959 0.269 3.760 0.455
H -2.603 0.008 2.167 -0.159
H -1.114 1.925 2.109 0.517
H 0.080 1.118 3.087 0.691
H 1.186 0.750 1.182 -0.462
H -0.070 -0.428 0.715 -0.283
H -0.529 2.460 0.127 0.828
H 0.661 1.656 -0.870 -0.139
H 2.990 -0.111 -1.983 0.642
H 3.013 -1.885 -1.901 0.298
H 2.891 -0.789 0.792 -1.161
H 4.020 -1.884 0.075 0.397
H 4.717 0.672 -1.007 0.588
H 5.640 -0.369 0.045 0.454
H 3.758 0.866 1.754 0.295
H 5.457 1.244 1.640 0.404
H 5.531 3.806 1.653 0.434
H 4.254 5.758 0.284 0.418
H 2.421 4.544 -1.275 0.483
H 2.721 1.879 -0.757 0.083
H -0.879 -1.811 -4.420 0.438
H -1.352 -4.166 -3.471 0.536
H 0.090 -3.321 -2.967 0.309
H -2.482 -3.792 -1.369 0.375
H -1.265 -2.634 -0.817 -0.154
H -0.853 -4.309 -1.030 0.421
H -3.862 -0.834 -3.368 0.576
H -5.972 2.142 -0.398 0.339
H -5.905 0.468 -0.249 0.320
H -5.816 2.881 -3.411 0.366
H -3.851 3.020 -0.965 0.606
H -2.287 3.222 -0.252 0.709
H -4.284 1.289 1.045 0.429
H -2.886 3.658 1.793 0.275
```